{
  "formula": "C5H6Cl2O",
  "method": "ωB97M-V/def2-TZVPD",
  "homo_ev": -10.294,
  "energy_ha": -1189.6798,
  "smiles": "C=C(C)C(=O)C(Cl)Cl",
  "e_lumo_ev": -0.2,
  "elements": ["C", "C", "C", "C", "C", "O", "Cl", "Cl", "H", "H", "H", "H", "H", "H"],
  "coordinates": [[-0.8629, 0.6324, -1.2138], [-0.6680, 0.0181, -0.0636], [0.6316, -0.6112, 0.1066], [-1.5533, -0.4079, 1.0792], [1.8066, 0.2857, -0.4076], [0.8783, -1.6360, 0.6907], [3.2891, -0.7191, -0.6661], [2.2481, 1.4767, 0.8632], [-1.7702, 1.2469, -1.3385], [-0.1315, 0.6246, -2.0958], [-1.3706, -1.5708, 1.2382], [-2.7207, -0.3486, 1.0657], [-1.3275, 0.0772, 2.0882], [1.5509, 0.9319, -1.3465]]
}